Density functional theory data (ωB97M-V with the def2-TZVPD basis set) for a cluster of 2 separate species, C2H6ClNS in total at a distorted geometry.

Geometry as ORCA input:
```
! RIJCOSX wB97M-V def2-TZVPD def2/J DEFGRID3
* xyz 0 1
Cl 3.52486 -0.56470 -0.01298
S -2.26122 -0.61434 0.01301
N 0.52411 -0.89327 -0.06490
C -0.51280 -0.14151 -0.01698
C -0.42303 1.35483 -0.04840
H 0.24423 -1.87401 0.02002
H 2.17785 -0.78329 -0.43085
H 0.61094 1.61642 0.33805
H -0.75925 1.88525 -0.92279
H -2.07993 -1.84505 0.52101
H -1.04576 1.85966 0.60481
*
```

Values from the calculation:
- HOMO level (eV) = -10.18
- energy (Eh) = -992.91211
- orbital gap (eV) = 10.603

Density functional theory data (ωB97M-V with the def2-TZVPD basis set) for a cluster of 3 separate species, C2H9NO2 in total at a distorted geometry.

Geometry as ORCA input:
```
! RIJCOSX wB97M-V def2-TZVPD def2/J DEFGRID3
* xyz -1 2
O 1.17480 0.75009 -2.83540
O 2.80410 0.74612 -0.59863
N -0.73804 -0.40455 0.72410
C -1.50354 -1.54913 1.19995
C -1.06879 0.85001 0.89457
H -2.50265 -1.17214 1.39970
H -0.48308 1.47179 0.22372
H 2.34940 1.39669 -0.04900
H -1.47742 -2.25287 0.32779
H 0.38168 0.21641 -2.71663
H 2.53016 -0.12377 -0.28214
H -1.91309 1.35257 1.46608
H 1.59992 0.63623 -1.95374
H -1.15344 -1.91744 2.19964
*
```

Values from the calculation:
- HOMO level (alpha / beta) (eV) = 0.77 / -3.49
- energy (Eh) = -286.74269
- orbital gap (alpha / beta) (eV) = 3.534 / 7.690

Density functional theory data (ωB97M-V with the def2-TZVPD basis set) for the molecule C7H18N4O2 at a distorted geometry.

Geometry as ORCA input:
```
! RIJCOSX wB97M-V def2-TZVPD def2/J DEFGRID3
* xyz 0 1
O 1.08534 -2.11413 3.31737
O 0.97133 -2.98877 1.07137
N 0.13531 -0.43188 -2.19425
N -1.64472 -1.60412 0.76515
N -0.46257 1.10216 -0.53997
N -0.90689 1.78518 -2.90928
C -1.08190 0.24400 2.31401
C 0.04800 0.95701 -2.00470
C 1.26897 -0.44385 -3.25432
C 0.60484 -2.16085 2.11514
C 0.60831 1.06919 0.64793
C 0.07329 1.22828 1.96896
C -0.83954 -1.31025 1.95073
H 0.97770 1.45118 -1.85755
H -1.36559 0.27099 3.25893
H 2.07215 0.36330 -2.87023
H 1.88986 -1.48262 -3.23142
H -1.55279 -0.63992 0.47394
H 0.88976 1.02452 2.59472
H -0.95365 -2.20397 0.11033
H -0.08341 2.33710 2.13207
H 0.41004 -1.38911 3.99804
H 0.93196 -0.14495 -4.14186
H -1.27789 -1.96109 2.89001
H -1.97835 0.55985 1.57715
H 0.76261 -0.63426 -1.33683
H -0.42229 1.97567 -3.81648
H 1.30121 1.95841 0.60169
H -1.67676 1.10303 -3.42438
H 1.06175 -0.01802 0.26144
H -0.84610 2.09793 -0.46771
*
```

Values from the calculation:
- HOMO level (eV) = -9.03
- energy (Eh) = -646.76038
- orbital gap (eV) = 8.785

Density functional theory data (ωB97M-V with the def2-TZVPD basis set) for a cluster of 2 separate species, C6H9N2OS2 in total at a distorted geometry.

Geometry as ORCA input:
```
! RIJCOSX wB97M-V def2-TZVPD def2/J DEFGRID3
* xyz 1 1
S -1.65630 -0.77933 1.66049
S -0.65251 3.15991 0.36423
O 1.34457 0.64107 -0.42178
N 0.08951 -2.68071 -1.73134
N 0.29661 0.50108 0.45056
C -2.20386 3.19252 1.15174
C -1.73681 1.02240 1.33729
C -2.66548 2.01674 1.63078
C -0.58723 1.46284 0.77222
C 2.04917 -0.53961 -0.86776
C -0.16645 -0.78490 0.84470
H 2.84126 -0.06509 -1.34104
H -3.65275 1.89930 2.09426
H -2.74530 4.08741 1.25639
H 0.88691 -3.04170 -2.34092
H 1.45035 -1.10603 -1.60060
H -0.60401 -2.34472 -2.45646
H 0.41801 -1.70038 0.90872
H -0.19586 -3.67069 -1.61270
H 2.34187 -1.13474 0.01531
*
```

Values from the calculation:
- HOMO level (eV) = -12.76
- energy (Eh) = -1214.79513
- orbital gap (eV) = 8.378